66
Properties=species:S:1:pos:R:3:lowdin_charge:R:1 method="wB97M-V/def2-TZVPD" gap_ha="0.249 / 0.226" charge=+1 total_energy_ev=-46838.1175 multiplicity=5 fmax_ev_per_a=1.87
Ir 0.23512 -0.09859 0.48029 1.58
C -4.90416 2.84963 -3.61214 -0.06
O -4.68448 1.54749 -4.11025 -0.05
C -3.77819 0.75874 -3.51827 -0.27
C -3.67867 -0.54971 -4.04858 0.01
C -2.80753 -1.44916 -3.51074 -0.02
C -1.97126 -1.14371 -2.41370 -0.09
C -1.05852 -2.09188 -1.86352 -0.34
C -0.84167 -3.45156 -2.48937 0.02
O -0.36653 -1.88944 -0.83621 -0.17
C -2.05263 0.19525 -1.86948 -0.32
O -1.36242 0.63607 -0.89784 -0.17
C -2.96347 1.11108 -2.46627 0.06
H -5.71526 3.26135 -4.20919 0.10
H -4.01442 3.47394 -3.72520 0.10
H -5.20088 2.82387 -2.56088 0.10
H -4.31448 -0.80402 -4.88080 0.12
H -2.77784 -2.43524 -3.94137 0.10
H -1.43081 -3.63641 -3.37750 0.07
H -1.06552 -4.21073 -1.74107 0.10
H 0.21468 -3.54553 -2.73987 0.09
H -3.00215 2.09421 -2.02419 0.11
C -0.16309 -3.28458 1.99172 -0.09
N 0.18811 -1.92393 2.38618 -0.32
C 1.54504 -1.89451 2.92522 -0.09
C -0.75800 -1.45384 3.40219 -0.17
C -1.00237 0.02864 3.35300 -0.25
C -1.56402 0.66680 4.45442 -0.04
C -1.98914 1.97987 4.36714 -0.07
C -1.88142 2.64981 3.15968 -0.08
C -1.29195 2.02589 2.07471 -0.13
C -0.80690 0.72422 2.15758 -0.22
H -0.17957 -3.95577 2.86207 0.10
H 0.56178 -3.67310 1.28133 0.07
H -1.14848 -3.28253 1.52919 0.09
H 1.62221 -2.51101 3.83087 0.10
H 1.81747 -0.87051 3.17666 0.09
H 2.24993 -2.28270 2.19352 0.06
H -0.42637 -1.75551 4.40428 0.13
H -1.72670 -1.93091 3.22318 0.14
H -1.68912 0.11546 5.37588 0.12
H -2.43169 2.46621 5.22390 0.11
H -2.25393 3.65714 3.05713 0.11
H -1.24703 2.56395 1.14381 0.06
N 2.24954 -2.81350 -0.37847 0.19
C 3.02646 -1.73192 -0.26409 -0.45
N 4.32986 -1.89563 -0.43497 0.19
C 5.08594 -0.79712 -0.37883 -0.43
N 6.40390 -0.92107 -0.53522 0.19
N 4.58730 0.43791 -0.22675 0.19
C 3.28273 0.51860 -0.05878 -0.27
N 2.44906 -0.53922 0.01229 0.05
C 2.67686 1.84011 -0.05862 -0.20
C 3.45108 3.00043 -0.05732 0.02
C 2.82411 4.21986 -0.21019 -0.02
C 1.44080 4.24542 -0.37375 -0.01
C 0.74794 3.05145 -0.35079 -0.12
N 1.33857 1.87547 -0.18079 0.02
H 2.69187 -3.63737 -0.74756 0.13
H 1.24809 -2.66947 -0.47853 0.04
H 6.80651 -1.82147 -0.72486 0.12
H 6.97591 -0.09535 -0.53485 0.12
H 4.51778 2.89740 0.05015 0.12
H 3.38878 5.13767 -0.23049 0.12
H 0.91082 5.17056 -0.53458 0.12
H -0.31757 3.02251 -0.52050 0.10

=====

62
Properties=species:S:1:pos:R:3:lowdin_charge:R:1 method="wB97M-V/def2-TZVPD" gap_ha=0.168 charge=-1 total_energy_ev=-40648.1409 multiplicity=1 fmax_ev_per_a=2.78
C 5.94505 -0.39327 1.10646 -0.05
O 4.68349 -0.91056 1.60050 -0.07
C 3.51207 -0.28254 1.35409 -0.20
C 2.32393 -0.98268 1.27295 0.04
C 1.08216 -0.34219 1.47138 -0.22
C -0.10454 -1.08644 1.29312 0.05
C -1.41855 -0.56627 1.35969 -0.21
C -1.78031 0.76863 1.00578 -0.02
C -3.02915 1.30205 1.27459 -0.01
C -4.04642 0.45577 1.79081 -0.25
N -5.32289 0.94116 2.01049 -0.23
C -6.47282 0.34259 1.35462 -0.07
C -5.55858 2.31669 2.42408 -0.09
C -3.75159 -0.92214 2.03224 -0.02
C -2.47967 -1.40700 1.82930 -0.02
C 1.08465 1.01870 1.85656 0.03
C 2.16173 1.82943 1.57529 -0.19
O 2.03672 3.16931 1.71856 -0.08
C 2.82820 4.14441 1.00121 -0.05
C 3.46919 1.19686 1.29208 -0.22
O 4.49618 1.88334 1.03317 -0.01
H 6.68245 -1.09450 1.49987 0.09
H 5.96765 -0.38633 0.01007 0.08
H 6.07593 0.63059 1.46551 0.07
H 2.33094 -2.05412 1.13486 0.13
H -0.01726 -2.16527 1.17839 0.13
H -1.04369 1.39759 0.51412 0.11
H -3.26540 2.36154 1.07226 0.11
H -6.21443 -0.57526 0.81577 0.09
H -7.25094 0.11139 2.09179 0.08
H -6.90526 1.05978 0.64062 0.08
H -4.67040 2.71992 2.91692 0.09
H -5.81910 2.94094 1.55366 0.08
H -6.39558 2.31413 3.13594 0.08
H -4.53976 -1.57483 2.43523 0.11
H -2.23026 -2.45017 2.04118 0.12
H 0.22994 1.46808 2.35569 0.13
H 2.64414 5.07396 1.54601 0.08
H 3.87651 3.86357 1.05433 0.07
H 2.49992 4.25588 -0.04031 0.09
C 4.58826 0.57728 -3.00777 -0.08
C 3.90232 -0.65052 -2.41056 -0.21
O 2.49614 -0.30277 -2.17506 -0.07
C 1.59231 -1.29299 -1.86442 -0.53
C 0.21142 -0.85027 -2.05308 -0.06
C -0.84386 -1.69800 -2.46339 -0.26
C -0.90577 -3.09672 -2.14604 -0.04
C -1.90183 -3.90151 -2.72352 -0.20
N -2.89293 -3.42326 -3.48407 -0.03
C -2.87687 -2.11805 -3.78401 -0.21
C -1.95785 -1.21421 -3.23998 -0.06
O 1.94327 -2.39232 -1.43158 0.00
H 5.63456 0.66263 -2.70437 0.06
H 4.61675 0.50382 -4.10460 0.07
H 4.08950 1.50653 -2.71004 0.08
H 3.99543 -1.48495 -3.12990 0.12
H 4.37801 -0.95057 -1.45052 0.10
H 0.05974 0.22173 -2.18453 0.08
H -0.17949 -3.53492 -1.45327 0.09
H -1.89412 -4.99082 -2.58242 0.08
H -3.62830 -1.79208 -4.52003 0.08
H -2.04095 -0.15077 -3.45574 0.08

=====

63
Properties=species:S:1:pos:R:3:lowdin_charge:R:1 method="wB97M-V/def2-TZVPD" gap_ha=0.322 smiles="CCOc1cc2[nH]c(=O)n(CCC(=O)N3CC=C(c4ccccc4)CC3)c(=O)c2cc1OCC" total_energy_ev=-42142.2319 de_lowest_ev=0.195 multiplicity=1 fmax_ev_per_a=0.78
C 2.91490 -4.99466 4.05911 -0.05
C 1.73565 -5.90490 3.73792 -0.23
O 0.62314 -5.18792 3.22426 -0.03
C 0.66034 -4.54195 2.03507 -0.18
C -0.30535 -3.55065 1.90431 0.08
C -0.44031 -2.81251 0.73757 -0.17
N -1.39869 -1.83685 0.59888 0.19
C -1.53489 -1.03774 -0.50033 -0.47
O -2.38678 -0.17461 -0.55246 0.08
N -0.68020 -1.30991 -1.55053 0.07
C -0.70578 -0.38055 -2.66930 -0.11
C 0.30743 0.74664 -2.42183 -0.06
C 0.05260 1.34373 -1.04480 -0.47
O 0.65013 0.90782 -0.07132 0.06
N -0.86037 2.32434 -0.93072 -0.05
C -1.18666 2.80503 0.39644 -0.12
C -1.54556 4.25308 0.40935 -0.01
C -1.69972 4.99872 -0.68391 -0.19
C -2.04900 6.42450 -0.62481 -0.19
C -1.55004 7.31998 -1.56981 -0.04
C -1.87278 8.66296 -1.51174 -0.09
C -2.70868 9.13799 -0.51572 -0.10
C -3.21951 8.25765 0.42353 -0.08
C -2.89358 6.91594 0.36999 -0.04
C -1.50686 4.37502 -2.04186 -0.11
C -1.72091 2.86265 -1.95345 -0.14
C 0.32515 -2.27215 -1.55101 -0.36
O 1.04327 -2.41539 -2.51989 0.09
C 0.41854 -3.06393 -0.33077 -0.06
C 1.38872 -4.05976 -0.21106 0.07
C 1.52253 -4.81169 0.93941 -0.18
O 2.44094 -5.81416 1.07482 -0.09
C 3.38358 -6.02672 0.04027 -0.25
C 4.33378 -7.11754 0.50987 -0.06
H 3.69665 -5.57032 4.54678 0.08
H 3.31718 -4.55673 3.14959 0.07
H 2.59944 -4.19238 4.72217 0.08
H 2.03897 -6.70086 3.05406 0.11
H 1.34506 -6.35202 4.65668 0.12
H -0.95182 -3.36926 2.74846 0.13
H -2.00077 -1.61981 1.38100 0.17
H -0.43654 -0.93742 -3.56900 0.13
H -1.72226 0.00871 -2.74788 0.12
H 1.30645 0.30730 -2.39835 0.12
H 0.26666 1.48241 -3.22229 0.11
H -0.32122 2.61599 1.03900 0.13
H -2.02624 2.21459 0.79540 0.13
H -1.66778 4.67853 1.39444 0.11
H -0.88823 6.96768 -2.34677 0.11
H -1.47048 9.34271 -2.24902 0.10
H -2.96397 10.18649 -0.47403 0.10
H -3.87952 8.61882 1.19898 0.10
H -3.31284 6.23421 1.09480 0.11
H -2.20879 4.80833 -2.75709 0.12
H -0.49164 4.57202 -2.39954 0.13
H -1.52778 2.39738 -2.91722 0.11
H -2.75975 2.65227 -1.67252 0.14
H 2.02196 -4.21981 -1.06813 0.12
H 2.87029 -6.33917 -0.87865 0.13
H 3.93669 -5.10000 -0.16168 0.13
H 3.78185 -8.03191 0.71057 0.08
H 4.83640 -6.80780 1.42238 0.08
H 5.07698 -7.31240 -0.25761 0.08

=====

67
Properties=species:S:1:pos:R:3:lowdin_charge:R:1 method="wB97M-V/def2-TZVPD" gap_ha="0.104 / 0.133" charge=+3 total_energy_ev=-51829.6101 de_lowest_ev=2.212 multiplicity=1 fmax_ev_per_a=5.68
Pb -0.75144 0.24372 0.15928 1.66
C 4.20790 0.17704 0.22508 0.01
N 3.57673 1.48314 0.33355 -0.11
C 4.40789 2.66749 0.33494 0.00
C 2.26416 1.53174 0.46024 -0.40
O 1.59241 0.47012 0.44981 -0.13
C 1.59687 2.89335 0.60902 -0.10
O 0.21239 2.71536 0.80406 -0.25
C -0.43731 3.57907 1.71117 -0.08
C -1.38462 2.75445 2.58509 -0.39
O -1.58650 1.55798 2.32236 -0.12
N -1.96671 3.34799 3.62662 -0.13
C -1.85814 4.74345 3.97091 -0.01
C -2.75641 2.55089 4.54143 0.00
H 5.28679 0.28098 0.30474 0.10
H 3.96279 -0.29190 -0.73042 0.10
H 3.84599 -0.47347 1.02204 0.11
H 5.44433 2.38186 0.18518 0.10
H 4.33936 3.19130 1.28899 0.11
H 4.12799 3.35421 -0.46416 0.11
H 1.75675 3.47012 -0.31378 0.15
H 2.04937 3.43608 1.44859 0.15
H -1.03174 4.31578 1.14757 0.16
H 0.28615 4.10465 2.34648 0.14
H -1.22499 5.30376 3.29244 0.09
H -1.47622 4.85009 4.98875 0.12
H -2.85426 5.19224 3.95074 0.11
H -3.26473 1.75449 4.00148 0.10
H -3.48477 3.18563 5.03958 0.11
H -2.12099 2.10743 5.31137 0.11
C -1.72039 -2.05728 4.27762 0.01
C -1.33317 -1.15201 3.28404 -0.10
N -1.10102 -1.51961 2.05121 0.02
C -1.22992 -2.79730 1.67224 -0.15
C -1.70084 -3.77365 2.59064 -0.11
C -1.93552 -3.36435 3.91365 0.04
C -1.86694 -5.11577 2.14759 0.02
C -1.54445 -5.48568 0.88462 0.01
C -0.97618 -4.55477 -0.02874 -0.12
C -0.52534 -4.92331 -1.30847 0.04
C 0.06095 -3.97629 -2.11355 -0.02
C 0.15182 -2.66344 -1.63935 -0.15
N -0.31498 -2.28170 -0.47493 0.01
C -0.83828 -3.19671 0.35697 -0.15
H -1.86097 -1.71545 5.29081 0.12
H -1.23789 -0.09497 3.49386 0.09
H -2.29091 -4.08055 4.64139 0.14
H -2.24093 -5.84205 2.85303 0.13
H -1.69322 -6.50256 0.55345 0.13
H -0.61249 -5.95048 -1.63209 0.14
H 0.45721 -4.23135 -3.08353 0.11
H 0.63715 -1.89923 -2.22720 0.10
O 0.04508 1.91282 -1.88792 0.03
N -0.04085 1.65208 -3.07762 0.09
N -0.35666 0.42139 -3.45641 -0.14
O -0.90409 -0.36616 -2.64039 0.00
C -0.15382 0.10740 -4.79569 -0.09
C 0.48466 1.03854 -5.63915 0.07
C 0.80786 0.66715 -6.92504 0.03
C 0.47060 -0.60487 -7.39394 0.08
C -0.17780 -1.51983 -6.56042 0.04
C -0.49635 -1.17270 -5.26569 0.07
H 0.69889 2.03572 -5.27962 0.14
H 1.29110 1.36881 -7.58920 0.14
H 0.69062 -0.87281 -8.41836 0.15
H -0.42059 -2.50323 -6.93211 0.14
H -0.98138 -1.86484 -4.59482 0.13

=====

Copy entry 4 word for word.
67
Properties=species:S:1:pos:R:3:lowdin_charge:R:1 method="wB97M-V/def2-TZVPD" gap_ha="0.104 / 0.133" charge=+3 total_energy_ev=-51829.6101 de_lowest_ev=2.212 multiplicity=1 fmax_ev_per_a=5.68
Pb -0.75144 0.24372 0.15928 1.66
C 4.20790 0.17704 0.22508 0.01
N 3.57673 1.48314 0.33355 -0.11
C 4.40789 2.66749 0.33494 0.00
C 2.26416 1.53174 0.46024 -0.40
O 1.59241 0.47012 0.44981 -0.13
C 1.59687 2.89335 0.60902 -0.10
O 0.21239 2.71536 0.80406 -0.25
C -0.43731 3.57907 1.71117 -0.08
C -1.38462 2.75445 2.58509 -0.39
O -1.58650 1.55798 2.32236 -0.12
N -1.96671 3.34799 3.62662 -0.13
C -1.85814 4.74345 3.97091 -0.01
C -2.75641 2.55089 4.54143 0.00
H 5.28679 0.28098 0.30474 0.10
H 3.96279 -0.29190 -0.73042 0.10
H 3.84599 -0.47347 1.02204 0.11
H 5.44433 2.38186 0.18518 0.10
H 4.33936 3.19130 1.28899 0.11
H 4.12799 3.35421 -0.46416 0.11
H 1.75675 3.47012 -0.31378 0.15
H 2.04937 3.43608 1.44859 0.15
H -1.03174 4.31578 1.14757 0.16
H 0.28615 4.10465 2.34648 0.14
H -1.22499 5.30376 3.29244 0.09
H -1.47622 4.85009 4.98875 0.12
H -2.85426 5.19224 3.95074 0.11
H -3.26473 1.75449 4.00148 0.10
H -3.48477 3.18563 5.03958 0.11
H -2.12099 2.10743 5.31137 0.11
C -1.72039 -2.05728 4.27762 0.01
C -1.33317 -1.15201 3.28404 -0.10
N -1.10102 -1.51961 2.05121 0.02
C -1.22992 -2.79730 1.67224 -0.15
C -1.70084 -3.77365 2.59064 -0.11
C -1.93552 -3.36435 3.91365 0.04
C -1.86694 -5.11577 2.14759 0.02
C -1.54445 -5.48568 0.88462 0.01
C -0.97618 -4.55477 -0.02874 -0.12
C -0.52534 -4.92331 -1.30847 0.04
C 0.06095 -3.97629 -2.11355 -0.02
C 0.15182 -2.66344 -1.63935 -0.15
N -0.31498 -2.28170 -0.47493 0.01
C -0.83828 -3.19671 0.35697 -0.15
H -1.86097 -1.71545 5.29081 0.12
H -1.23789 -0.09497 3.49386 0.09
H -2.29091 -4.08055 4.64139 0.14
H -2.24093 -5.84205 2.85303 0.13
H -1.69322 -6.50256 0.55345 0.13
H -0.61249 -5.95048 -1.63209 0.14
H 0.45721 -4.23135 -3.08353 0.11
H 0.63715 -1.89923 -2.22720 0.10
O 0.04508 1.91282 -1.88792 0.03
N -0.04085 1.65208 -3.07762 0.09
N -0.35666 0.42139 -3.45641 -0.14
O -0.90409 -0.36616 -2.64039 0.00
C -0.15382 0.10740 -4.79569 -0.09
C 0.48466 1.03854 -5.63915 0.07
C 0.80786 0.66715 -6.92504 0.03
C 0.47060 -0.60487 -7.39394 0.08
C -0.17780 -1.51983 -6.56042 0.04
C -0.49635 -1.17270 -5.26569 0.07
H 0.69889 2.03572 -5.27962 0.14
H 1.29110 1.36881 -7.58920 0.14
H 0.69062 -0.87281 -8.41836 0.15
H -0.42059 -2.50323 -6.93211 0.14
H -0.98138 -1.86484 -4.59482 0.13